Entry P
Computed, not measured: a single C3H6N2O2 molecule, with ωB97M-V/def2-TZVPD.

Each line ends with the Mulliken charge.
Cartesian coordinates (Å):
N  0.725  -1.989  -0.011  -0.333
C  0.332  -0.730  0.112  0.626
O  0.487  -0.020  -0.987  -0.413
C  -0.377  -0.203  1.310  -0.425
O  -1.547  0.004  0.669  -0.736
C  -0.217  1.195  -1.100  0.222
N  0.449  2.250  -0.956  -0.608
H  0.986  -2.369  -0.910  0.236
H  0.746  -2.592  0.797  0.231
H  0.169  0.663  1.755  0.248
H  -0.387  -1.002  2.088  0.282
H  -1.263  1.027  -1.346  0.395
H  -0.147  3.054  -1.151  0.275

Results
LUMO level	0.58	eV
gap between HOMO and LUMO	8.874	eV


Entry Q
Computed, not measured: C3H6N2O2 as an isolated structure, with ωB97M-V/def2-TZVPD.

Each line ends with the Mulliken charge.
Cartesian coordinates (Å):
C  -1.405  -0.524  1.159  -0.281
N  1.200  -0.871  1.257  -0.677
C  1.029  -0.240  0.161  0.357
C  -0.289  0.147  -0.314  0.429
N  -0.391  1.015  -1.412  -0.594
O  -1.324  -0.773  -0.159  -0.322
O  2.062  0.179  -0.624  -0.565
H  1.674  0.596  -1.413  0.397
H  2.153  -1.220  1.341  0.254
H  -0.989  0.644  -2.144  0.255
H  -0.669  1.963  -1.187  0.214
H  -1.365  -1.373  1.824  0.269
H  -1.686  0.457  1.510  0.264

Results
LUMO level (alpha / beta)	0.28 / 0.28	eV
gap between HOMO and LUMO (alpha / beta)	8.156 / 8.153	eV


Relative energies in kcal/mol: entry P 0.0; entry Q 22.4


Entry P
Computed, not measured: an isolated ion of composition C10H11N2 and charge +1, with ωB97M-V/def2-TZVPD.

Each line ends with the Mulliken charge.
Cartesian coordinates (Å):
C  -1.177  -1.123  -2.426  -0.726
C  0.023  -1.845  -2.556  -0.543
C  -1.314  -0.264  -1.222  -0.425
C  1.110  -1.679  -1.717  -0.545
C  -0.172  -0.047  -0.519  0.383
C  1.041  -0.708  -0.726  0.044
C  1.936  -0.107  1.388  -0.148
C  -1.811  2.214  2.042  -0.570
C  -1.541  1.058  1.457  -0.362
C  -0.194  0.996  0.748  0.277
N  2.141  -0.566  0.162  -0.066
N  0.869  0.566  1.696  -0.093
H  -1.908  -1.213  -3.216  0.425
H  0.134  -2.681  -3.192  0.397
H  -2.229  0.321  -1.110  0.438
H  2.030  -2.260  -1.828  0.335
H  2.680  -0.350  2.109  0.391
H  -2.504  2.621  2.799  0.340
H  -1.003  2.917  1.698  0.223
H  -2.109  0.133  1.564  0.382
H  0.107  1.995  0.254  0.228
H  3.057  -0.909  -0.080  0.264
H  0.835  0.932  2.677  0.353

Results
SMILES	C=C[C@H]1[NH+]=CNc2ccccc21
charge	+1
LUMO level	-3.59	eV
gap between HOMO and LUMO	9.006	eV


Entry Q
Computed, not measured: an isolated ion of composition C10H11N2 and charge +1, with ωB97M-V/def2-TZVPD.

Each line ends with the Mulliken charge.
Cartesian coordinates (Å):
C  0.521  -0.002  -0.947  0.790
C  -0.301  1.243  -0.886  -0.645
C  -1.641  1.488  -1.106  -0.265
C  -2.821  0.681  -1.258  -0.372
C  -2.816  -0.681  -1.258  -0.373
C  -1.636  -1.487  -1.105  -0.256
C  -0.294  -1.249  -0.886  -0.650
H  1.463  0.004  -1.622  0.252
H  0.265  2.105  -0.553  0.341
H  -1.809  2.554  -1.342  0.291
H  -3.746  1.238  -1.496  0.322
H  -3.737  -1.242  -1.498  0.318
H  -1.811  -2.552  -1.345  0.291
H  0.271  -2.113  -0.552  0.341
N  1.283  0.005  0.535  0.109
C  2.582  0.004  0.689  -0.128
N  2.951  0.004  2.008  -0.070
C  1.786  0.002  2.741  -0.443
C  0.773  0.002  1.817  -0.283
H  3.332  0.000  -0.078  0.358
H  3.931  0.003  2.327  0.246
H  1.748  -0.001  3.835  0.395
H  -0.294  -0.003  1.978  0.430

Results
SMILES	C1=CC=CC(n2cc[nH+]c2)C=C1
charge	+1
LUMO level	-3.81	eV
gap between HOMO and LUMO	8.195	eV


Relative energies in kcal/mol: entry P 0.0; entry Q 25.6


Entry P
Computed, not measured: C39H33Cl2N3O5STeZr as an isolated structure, with ωB97M-V/def2-TZVPD.

Each line ends with the Mulliken charge.
Cartesian coordinates (Å):
Zr  -0.733  -0.011  -1.624  -0.344
N  -2.453  -1.375  -2.615  -0.330
C  -3.540  -0.383  -2.628  -0.495
C  -3.077  1.061  -2.985  0.696
O  -3.912  1.874  -3.343  -0.731
N  -1.762  1.248  -2.820  -0.042
C  -1.283  2.605  -2.633  -1.085
C  -0.777  2.738  -1.172  0.628
O  -0.839  3.786  -0.566  -0.702
O  -0.229  1.653  -0.701  0.047
H  -2.278  -1.662  -3.582  0.360
H  -2.756  -2.203  -2.098  0.240
H  -3.928  -0.282  -1.606  0.142
H  -4.366  -0.665  -3.295  0.508
H  -2.078  3.333  -2.836  0.464
H  -0.427  2.811  -3.299  0.175
Cl  1.686  0.854  -2.347  0.291
C  2.151  0.698  -4.013  -0.219
C  3.315  1.294  -4.459  -0.767
C  3.651  1.185  -5.797  -0.625
C  2.831  0.472  -6.657  -0.611
C  1.705  -0.173  -6.182  0.177
Cl  0.776  -1.138  -7.258  -0.215
C  1.318  -0.075  -4.835  0.462
S  -0.049  -0.912  -4.191  -0.369
H  3.941  1.824  -3.759  0.485
H  4.546  1.651  -6.172  0.405
H  3.068  0.384  -7.704  0.436
C  0.289  0.631  4.850  -1.839
C  -0.183  0.356  3.457  0.033
C  -1.225  1.084  2.899  -0.634
C  -1.755  0.767  1.654  1.097
C  -2.743  1.602  0.952  0.453
O  -2.876  1.508  -0.264  -0.249
C  -3.525  2.558  1.767  0.129
C  -4.113  2.155  2.965  -0.151
C  -4.873  3.047  3.697  -0.857
C  -5.048  4.347  3.246  -0.461
C  -4.443  4.760  2.070  -0.767
C  -3.688  3.869  1.326  -0.412
C  -1.202  -0.309  0.910  -0.999
O  -1.765  -0.802  -0.153  -0.897
C  -0.016  -0.912  1.407  0.942
C  0.434  -0.620  2.686  -0.303
C  0.584  -1.932  0.550  0.427
N  0.640  -1.702  -0.719  1.283
C  1.113  -2.736  -1.622  -0.783
C  2.376  -2.299  -2.338  -0.818
Te  3.952  -1.349  -1.160  0.154
C  3.342  -0.377  0.684  -0.027
C  2.773  0.886  0.747  0.006
C  2.754  1.590  1.941  -0.911
C  3.306  1.046  3.087  -0.457
C  3.826  -0.236  3.045  -0.928
C  3.850  -0.936  1.851  -0.011
C  0.882  -3.194  1.261  -0.300
C  -0.140  -3.718  2.054  -0.193
C  0.063  -4.870  2.787  -0.930
C  1.299  -5.498  2.761  -0.562
C  2.318  -4.983  1.976  -1.173
C  2.110  -3.844  1.218  0.568
H  0.038  1.646  5.145  0.375
H  1.364  0.486  4.910  0.349
H  -0.187  -0.051  5.557  0.344
H  -1.623  1.932  3.435  0.536
H  -3.990  1.138  3.310  0.518
H  -5.328  2.725  4.623  0.393
H  -5.664  5.031  3.812  0.396
H  -4.562  5.777  1.725  0.415
H  -3.187  4.183  0.423  0.395
H  1.308  -1.129  3.067  0.851
H  0.336  -2.897  -2.392  0.495
H  1.276  -3.686  -1.101  0.406
H  2.135  -1.649  -3.170  -0.102
H  2.876  -3.176  -2.742  0.792
H  2.356  1.368  -0.122  0.492
H  2.318  2.578  1.968  0.475
H  3.357  1.619  4.003  0.509
H  4.234  -0.683  3.940  0.397
H  4.302  -1.917  1.832  0.483
H  -1.096  -3.217  2.077  0.466
H  -0.742  -5.273  3.382  0.445
H  1.471  -6.383  3.353  0.407
H  3.283  -5.468  1.943  0.454
H  2.907  -3.437  0.608  0.299

Results
LUMO level	-0.42	eV
gap between HOMO and LUMO	7.218	eV


Entry Q
Computed, not measured: C39H33Cl2N3O5STeZr as an isolated structure, with ωB97M-V/def2-TZVPD.

Each line ends with the Mulliken charge.
Cartesian coordinates (Å):
Zr  -0.334  -0.053  0.113  -0.823
N  -0.514  1.302  1.977  0.507
C  -1.709  0.854  2.744  -0.685
C  -2.815  0.758  1.698  0.273
O  -3.855  1.380  1.831  -0.719
N  -2.415  0.016  0.621  0.023
C  -3.149  0.288  -0.619  -0.823
C  -2.214  1.011  -1.606  0.751
O  -2.471  1.199  -2.757  -0.669
O  -1.040  1.397  -1.017  -0.048
H  -0.695  2.262  1.673  -0.310
H  0.329  1.298  2.554  0.180
H  -1.502  -0.111  3.201  0.395
H  -2.005  1.561  3.514  0.495
H  -3.505  -0.618  -1.102  0.162
H  -4.001  0.941  -0.421  0.526
Cl  -0.541  -2.236  1.777  -0.063
C  -1.657  -3.364  1.051  0.753
C  -2.205  -4.335  1.865  -0.685
C  -3.042  -5.279  1.298  -0.509
C  -3.309  -5.225  -0.061  -0.680
C  -2.746  -4.235  -0.847  0.195
Cl  -3.123  -4.232  -2.542  -0.215
C  -1.892  -3.255  -0.319  -0.114
S  -1.156  -2.054  -1.344  0.088
H  -1.980  -4.345  2.923  0.477
H  -3.479  -6.056  1.909  0.376
H  -3.964  -5.951  -0.523  0.441
C  6.938  -1.265  0.715  -1.498
C  5.463  -0.987  0.853  -0.085
C  4.913  -0.538  2.044  -0.797
C  3.546  -0.289  2.211  0.646
C  3.038  0.266  3.498  0.070
O  2.035  0.953  3.564  -0.710
C  3.810  0.002  4.758  0.431
C  3.903  1.025  5.698  -0.419
C  4.595  0.823  6.881  -0.696
C  5.179  -0.411  7.142  -0.415
C  5.063  -1.443  6.221  -0.788
C  4.386  -1.234  5.028  -0.146
C  2.690  -0.487  1.122  0.501
O  1.385  -0.323  1.202  0.230
C  3.244  -0.914  -0.100  0.427
C  4.594  -1.180  -0.220  -0.136
C  2.256  -1.064  -1.197  0.221
N  1.528  -0.057  -1.571  -1.035
C  2.006  1.298  -1.196  0.797
C  1.556  2.336  -2.204  -1.456
Te  2.018  4.300  -1.532  0.211
C  0.613  4.238  0.035  -0.164
C  1.041  4.341  1.356  -0.128
C  0.110  4.415  2.387  -0.491
C  -1.247  4.364  2.104  -0.628
C  -1.678  4.232  0.789  -0.446
C  -0.753  4.180  -0.245  -0.158
C  2.054  -2.403  -1.765  0.375
C  1.648  -2.523  -3.091  -0.298
C  1.422  -3.775  -3.636  -0.629
C  1.571  -4.909  -2.848  -0.441
C  1.984  -4.795  -1.525  -0.924
C  2.249  -3.545  -0.990  -0.316
H  7.478  -0.968  1.614  0.382
H  7.368  -0.726  -0.130  0.364
H  7.122  -2.329  0.552  0.304
H  5.578  -0.339  2.878  0.545
H  3.428  1.974  5.485  0.424
H  4.676  1.626  7.603  0.397
H  5.719  -0.570  8.066  0.397
H  5.502  -2.409  6.429  0.390
H  4.283  -2.044  4.315  0.471
H  4.983  -1.523  -1.175  0.589
H  3.095  1.295  -1.153  0.505
H  1.660  1.575  -0.188  -0.187
H  0.490  2.282  -2.400  0.227
H  2.090  2.220  -3.149  0.609
H  2.100  4.367  1.581  0.380
H  0.449  4.503  3.412  0.388
H  -1.973  4.416  2.907  0.433
H  -2.737  4.174  0.567  0.403
H  -1.093  4.089  -1.268  0.421
H  1.497  -1.625  -3.676  0.392
H  1.099  -3.866  -4.665  0.401
H  1.361  -5.885  -3.264  0.419
H  2.101  -5.680  -0.914  0.422
H  2.566  -3.449  0.042  0.520

Results
LUMO level	-0.62	eV
gap between HOMO and LUMO	7.292	eV


Relative energies in kcal/mol: entry P 26.6; entry Q 0.0


Entry P
Computed, not measured: a single C6H11N3 molecule, with ωB97M-V/def2-TZVPD.

Each line ends with the Mulliken charge.
Cartesian coordinates (Å):
C  1.441  1.859  0.622  -0.980
C  1.689  -1.638  -0.371  -1.266
C  -2.119  -1.300  0.168  -1.243
N  0.822  0.797  -0.184  -0.180
C  -0.558  0.742  -0.234  -0.031
C  0.767  -0.755  0.395  0.756
C  -0.920  -0.442  0.381  0.782
N  -1.314  1.685  -0.862  -0.446
N  0.081  -0.929  1.461  -0.772
H  -0.924  2.129  -1.680  0.244
H  -2.314  1.573  -0.861  0.227
H  1.235  1.725  1.689  0.335
H  2.520  1.851  0.461  0.288
H  1.058  2.834  0.314  0.353
H  2.701  -1.487  0.019  0.332
H  1.701  -1.365  -1.426  0.331
H  1.417  -2.684  -0.235  0.327
H  -2.752  -1.325  1.059  0.270
H  -2.715  -0.941  -0.677  0.359
H  -1.818  -2.329  -0.040  0.313

Results
LUMO level	0.83	eV
gap between HOMO and LUMO	7.929	eV


Entry Q
Computed, not measured: C6H11N3 as an isolated structure, with ωB97M-V/def2-TZVPD.

Each line ends with the Mulliken charge.
Cartesian coordinates (Å):
C  0.020  2.568  0.260  -0.756
C  0.923  0.157  -0.541  -0.693
C  0.411  -1.155  -0.029  0.521
C  1.264  -1.948  0.770  -0.531
C  -1.140  -1.050  -0.272  -0.420
C  -1.401  0.272  0.348  0.278
H  1.108  3.133  -0.529  0.250
H  -1.384  3.073  -0.395  0.221
H  0.209  2.931  1.842  0.216
H  1.236  0.012  -1.616  0.163
H  1.909  0.386  -0.010  0.381
H  0.952  -2.821  1.206  0.270
H  2.148  -1.591  1.227  0.250
H  1.888  -1.403  -1.409  0.350
H  -2.005  -2.055  -0.165  0.323
H  -1.458  -0.826  -1.434  0.195
H  -3.495  0.477  0.678  0.259
N  -0.126  1.120  -0.143  0.090
N  1.362  -2.264  -0.627  -0.671
N  -2.421  0.986  0.839  -0.697

Results
LUMO level	0.21	eV
gap between HOMO and LUMO	8.807	eV


Relative energies in kcal/mol: entry P 0.0; entry Q 195.2


Entry P
Computed, not measured: a single C4H4N4 molecule, with ωB97M-V/def2-TZVPD.

Each line ends with the Mulliken charge.
Cartesian coordinates (Å):
C  -0.126  -0.116  1.725  -0.281
C  0.129  0.611  -0.190  0.453
C  0.185  -0.198  -2.099  0.049
C  -0.059  -0.730  0.431  0.323
H  -1.106  -0.086  2.201  0.215
H  0.660  -0.599  2.455  0.243
H  0.335  2.195  1.333  0.302
H  0.121  -0.121  -3.250  0.323
N  -0.056  1.219  0.959  -0.265
N  0.310  0.936  -1.447  -0.618
N  -0.094  -1.351  -1.696  -0.280
N  -0.299  -1.759  -0.421  -0.464

Results
SMILES	c1nnc2c(n1)NC2
LUMO level	0.27	eV
gap between HOMO and LUMO	9.367	eV


Entry Q
Computed, not measured: C4H4N4 as an isolated structure, with ωB97M-V/def2-TZVPD.

Each line ends with the Mulliken charge.
Cartesian coordinates (Å):
C  -1.109  -0.577  -1.531  -0.351
C  -0.356  -0.419  0.308  0.448
C  1.021  0.666  1.593  -0.256
C  0.440  0.408  -0.395  0.325
H  -1.600  -0.947  -2.367  0.429
H  -0.393  -0.735  2.464  0.313
H  1.528  1.122  2.447  0.373
H  0.186  0.733  -2.506  0.216
N  -1.330  -1.083  -0.307  -0.689
N  0.153  -0.346  1.591  -0.114
N  1.307  1.102  0.392  -0.674
N  -0.087  0.235  -1.660  -0.021

Results
LUMO level	0.98	eV
gap between HOMO and LUMO	9.118	eV


Entry R
Computed, not measured: a single C4H4N4 molecule, with ωB97M-V/def2-TZVPD.

Each line ends with the Mulliken charge.
Cartesian coordinates (Å):
C  1.335  -0.282  -0.997  -0.216
C  0.959  -0.965  0.107  -0.226
C  -1.244  -0.098  1.455  -0.078
C  -0.513  0.674  -0.351  0.232
H  2.017  -0.693  -1.792  0.318
H  1.289  -2.166  0.229  0.218
H  -1.201  -0.538  2.544  0.317
H  0.714  1.831  -1.506  0.386
N  -0.291  -0.397  0.482  0.100
N  -2.021  0.710  1.180  -0.271
N  -1.501  1.269  -0.062  -0.494
N  0.458  0.656  -1.289  -0.288

Results
SMILES	c1cn2cnnc2[nH]1
LUMO level	0.56	eV
gap between HOMO and LUMO	9.187	eV


Relative energies in kcal/mol: entry P 72.1; entry Q 0.0; entry R 85.2